# C56H99O14P

A cluster of 13 separate species, C56H99O14P in total (the ωB97M-V functional and the def2-TZVPD basis, the Open Molecules 2025 dataset).

Each line ends with the Löwdin charge.
Geometry (Å):
C: -1.0639 4.1857 2.6381  0.0209
C: -0.8369 4.9001 1.3104  -0.4951
O: -1.6008 5.7870 0.9863  0.1042
O: 0.2157 4.5481 0.5087  -0.0419
C: -0.0401 3.3150 -0.1976  -0.2350
C: 1.2600 2.7724 -0.7905  -0.3239
P: 1.8700 1.1518 0.0268  0.8550
C: 2.5407 2.0522 1.5254  -0.2171
C: 4.0568 2.0924 1.6000  -0.2581
C: 4.8370 1.1906 2.2916  -0.0738
C: 6.2052 1.2812 2.3351  -0.0826
C: 6.8616 2.3173 1.7015  -0.0558
C: 6.0925 3.2417 1.0136  -0.2662
C: 6.8135 4.4043 0.3349  -0.0498
C: 4.7273 3.1251 0.9578  -0.0155
C: 2.4327 -0.5820 0.5897  -0.2914
C: 1.5712 -1.1891 1.6745  -0.2515
C: 1.7616 -0.9595 3.0285  -0.0698
C: 0.9926 -1.5380 4.0113  -0.0918
C: -0.0217 -2.4109 3.6685  -0.0834
C: -0.2350 -2.6441 2.3291  -0.0647
C: 0.5315 -2.0589 1.3429  -0.2328
C: 0.2005 -2.4434 -0.0925  -0.0518
H: -2.1430 4.0648 2.7634  0.0731
H: -0.7085 4.7740 3.4903  0.0819
H: -0.6063 3.1922 2.6998  0.0797
H: -0.7140 3.5702 -1.0305  0.1122
H: -0.5680 2.5557 0.4055  0.1072
H: 1.0441 2.5148 -1.8376  0.0421
H: 2.0618 3.5219 -0.8372  0.0826
H: 0.5059 0.6969 0.0901  0.0512
H: 2.6965 0.9711 -1.1404  0.0328
H: 2.2108 3.0940 1.4387  0.0737
H: 2.1351 1.6966 2.4790  0.0897
H: 4.3871 0.3551 2.8223  0.0942
H: 6.8169 0.5567 2.8689  0.1066
H: 7.9427 2.4127 1.7566  0.1092
H: 7.7926 4.6014 0.7748  0.0728
H: 6.1990 5.3014 0.4824  0.0814
H: 6.9138 4.1687 -0.7239  0.0634
H: 4.1868 3.8983 0.4120  0.1219
H: 3.5054 -0.6365 0.8206  0.0799
H: 2.3044 -1.2357 -0.2883  0.0598
H: 2.5589 -0.2830 3.3270  0.0820
H: 1.2239 -1.2949 5.0463  0.1039
H: -0.5976 -2.8794 4.4602  0.1051
H: -1.0291 -3.3456 2.0854  0.0945
H: -0.7731 -2.9513 -0.1056  0.0675
H: 0.9187 -3.2005 -0.4410  0.0877
H: 0.1259 -1.5945 -0.7786  0.0635
C: -4.5714 -1.3160 2.5005  -0.0162
C: -4.2831 -2.7964 2.5693  -0.4855
O: -3.2306 -3.2083 3.0103  0.0452
C: -5.3497 -3.7236 2.0689  -0.0286
H: -3.7185 -0.7630 2.8922  0.0786
H: -4.7395 -1.0189 1.4641  0.0841
H: -5.4517 -1.0794 3.1009  0.0815
H: -5.5442 -3.5246 1.0164  0.0609
H: -6.2668 -3.5956 2.6546  0.0495
H: -5.0098 -4.7530 2.1747  0.0858
C: -1.3560 0.8458 -5.4386  -0.0141
C: -1.2604 1.7589 -4.2413  -0.4870
O: -0.3090 1.7229 -3.4938  0.0569
C: -2.4016 2.7190 -4.0155  -0.0145
H: -0.4730 0.2111 -5.4817  0.0706
H: -2.2410 0.2129 -5.3550  0.0867
H: -1.4093 1.4363 -6.3545  0.0887
H: -3.3311 2.1659 -3.8713  0.0882
H: -2.4996 3.3896 -4.8706  0.0881
H: -2.2041 3.3127 -3.1248  0.0720
C: -0.8209 5.8787 6.5631  -0.0207
C: 0.6574 5.6163 6.7003  -0.5074
O: 1.0929 4.4940 6.8261  0.0604
C: 1.5701 6.8181 6.6740  -0.0182
H: -1.3612 4.9341 6.5980  0.0832
H: -1.1646 6.5091 7.3844  0.0770
H: -1.0261 6.3655 5.6082  0.0780
H: 1.3248 7.4908 7.4976  0.0748
H: 1.4653 7.3456 5.7247  0.0868
H: 2.6023 6.4892 6.7818  0.0804
C: 3.1361 -2.5588 -4.6087  -0.0223
C: 3.2815 -1.2015 -5.2502  -0.4999
O: 3.7696 -1.0708 -6.3516  0.0572
C: 2.7916 -0.0130 -4.4605  -0.0251
H: 3.5230 -3.3181 -5.2785  0.0500
H: 3.7007 -2.5904 -3.6743  0.0877
H: 2.0835 -2.7690 -4.4135  0.0883
H: 3.3405 0.0632 -3.5201  0.0721
H: 1.7234 -0.1120 -4.2600  0.0639
H: 2.9554 0.8964 -5.0364  0.0838
C: 9.3966 2.0261 -2.5908  -0.0190
C: 9.7521 3.2658 -1.8077  -0.4910
O: 8.9405 4.1400 -1.6081  0.0494
C: 11.1638 3.3679 -1.2834  -0.0219
H: 8.3564 2.0837 -2.9053  0.0830
H: 10.0289 1.9503 -3.4770  0.0848
H: 9.5271 1.1403 -1.9669  0.0857
H: 11.8721 3.3498 -2.1132  0.0843
H: 11.3703 2.5395 -0.6035  0.0845
H: 11.2806 4.3046 -0.7419  0.0817
C: -3.2438 -5.8503 -1.3671  -0.0139
C: -3.8975 -4.5557 -1.7714  -0.4890
O: -4.5157 -3.8850 -0.9750  0.0562
C: -3.7486 -4.1318 -3.2111  -0.0179
H: -3.4296 -6.0329 -0.3097  0.0807
H: -3.6649 -6.6737 -1.9472  0.0635
H: -2.1658 -5.7919 -1.5297  0.0863
H: -4.1877 -4.8853 -3.8670  0.0859
H: -2.6926 -3.9999 -3.4537  0.0838
H: -4.2658 -3.1862 -3.3642  0.0782
C: 4.0967 -7.2418 -6.2588  -0.0222
C: 3.3653 -6.0153 -6.7475  -0.4911
O: 2.7435 -5.3067 -5.9868  0.0492
C: 3.4424 -5.7089 -8.2203  -0.0304
H: 3.9575 -7.3410 -5.1838  0.0801
H: 3.7005 -8.1321 -6.7494  0.0846
H: 5.1633 -7.1482 -6.4690  0.0851
H: 3.0187 -6.5296 -8.7997  0.0868
H: 4.4804 -5.5486 -8.5139  0.0875
H: 2.8752 -4.8039 -8.4284  0.0792
C: -9.5401 -4.3579 5.3543  -0.0219
C: -8.0918 -4.4928 4.9535  -0.4854
O: -7.7327 -4.3118 3.8120  0.0533
C: -7.1085 -4.8629 6.0359  -0.0152
H: -10.1325 -4.0895 4.4818  0.0815
H: -9.9069 -5.3057 5.7515  0.0851
H: -9.6474 -3.5756 6.1074  0.0857
H: -7.3708 -5.8324 6.4624  0.0861
H: -7.1112 -4.1024 6.8183  0.0870
H: -6.1086 -4.9252 5.6099  0.0834
C: -2.9620 9.2226 10.0827  -0.0241
C: -1.5476 9.1993 9.5571  -0.5099
O: -1.3070 9.3904 8.3879  0.0628
C: -0.4471 8.9265 10.5545  -0.0255
H: -3.6475 9.4279 9.2630  0.0826
H: -3.2141 8.2545 10.5187  0.0850
H: -3.0676 10.0056 10.8356  0.0840
H: -0.5914 7.9457 11.0109  0.0852
H: -0.4445 9.6966 11.3274  0.0842
H: 0.5141 8.9385 10.0438  0.0760
C: -6.4385 -10.2899 -3.0677  -0.0240
C: -6.0305 -9.0477 -2.3150  -0.5003
O: -5.5242 -8.1054 -2.8800  0.0584
C: -6.2807 -9.0301 -0.8271  -0.0183
H: -6.2023 -10.1666 -4.1227  0.0811
H: -5.8946 -11.1543 -2.6834  0.0854
H: -7.5123 -10.4533 -2.9638  0.0853
H: -5.7301 -9.8405 -0.3466  0.0868
H: -7.3477 -9.1391 -0.6270  0.0865
H: -5.9414 -8.0815 -0.4148  0.0780
C: 3.7906 -3.1301 -11.1873  -0.0180
C: 3.5768 -4.4213 -11.9393  -0.4993
O: 3.7353 -5.4968 -11.4081  0.0613
C: 3.1562 -4.3130 -13.3847  -0.0255
H: 4.0889 -3.3506 -10.1645  0.0698
H: 4.5790 -2.5464 -11.6651  0.0871
H: 2.8652 -2.5525 -11.1662  0.0888
H: 3.9177 -3.7797 -13.9559  0.0847
H: 2.2035 -3.7861 -13.4576  0.0848
H: 3.0387 -5.3112 -13.8020  0.0804
C: -6.4256 6.7573 4.0195  -0.0266
C: -4.9396 6.6463 4.2629  -0.5023
O: -4.4526 6.9052 5.3397  0.0646
C: -4.0802 6.1955 3.1095  -0.0276
H: -6.9171 7.0894 4.9321  0.0790
H: -6.6209 7.4842 3.2295  0.0840
H: -6.8306 5.7848 3.7349  0.0832
H: -4.1679 6.8974 2.2795  0.0926
H: -4.3854 5.1987 2.7849  0.0884
H: -3.0418 6.1588 3.4257  0.0589

Atomic forces in eV per Å
0.108 -0.626 -0.198
-1.121 1.002 0.022
1.006 -0.697 0.110
-0.499 -0.309 0.912
0.386 0.213 -1.166
-0.428 -0.314 -0.353
0.350 0.305 -0.068
0.209 0.477 0.386
-0.329 0.358 -0.451
-0.623 -1.207 0.624
1.144 -0.069 0.135
-0.331 -0.202 0.054
1.731 1.003 -0.265
-1.074 -0.228 0.432
-0.455 0.324 -0.253
-0.334 -0.893 0.175
0.171 -0.155 -0.255
0.780 0.803 -0.038
0.135 0.084 0.549
0.322 0.280 0.613
-0.687 -0.777 0.375
-0.423 -0.048 -0.996
-0.235 -0.427 0.332
0.180 0.060 -0.028
0.107 0.072 -0.310
0.093 0.253 -0.097
-0.007 -0.063 0.294
0.240 0.261 0.253
0.104 -0.099 0.284
-0.240 -0.022 0.241
0.118 0.044 0.098
0.116 0.062 0.212
-0.062 -0.244 -0.016
-0.051 -0.357 -0.370
-0.081 0.190 -0.100
-0.365 -0.040 0.051
-0.151 0.032 -0.046
-0.077 -0.187 -0.161
0.197 -0.039 -0.314
0.090 0.371 0.100
-0.112 -0.179 0.118
-0.216 0.294 0.104
0.126 0.399 0.013
-0.104 -0.150 0.042
-0.157 -0.136 -0.104
-0.156 -0.041 -0.336
0.106 0.216 -0.232
0.144 0.186 0.026
0.010 0.421 -0.243
0.269 -0.169 0.042
0.300 0.084 0.141
0.081 -0.216 -0.066
-0.078 0.053 0.087
-0.023 0.035 0.158
-0.001 -0.036 -0.007
-0.182 -0.014 0.028
-0.104 0.007 -0.161
-0.086 0.052 0.034
0.319 0.055 -0.332
-0.004 0.017 -0.004
0.255 -0.089 0.117
0.046 0.006 0.045
-0.088 -0.074 -0.082
0.172 0.067 0.228
-0.010 0.021 0.001
-0.083 0.105 -0.123
-0.174 -0.040 -0.010
-0.048 0.045 -0.169
-0.145 -0.092 -0.050
0.008 -0.013 -0.019
0.009 -0.357 0.029
0.025 -0.105 0.013
0.001 0.033 -0.011
0.237 -0.213 0.059
0.035 0.002 -0.007
-0.036 0.217 -0.189
-0.082 0.230 0.140
-0.118 0.135 -0.150
-0.109 0.145 0.097
-0.029 -0.025 -0.010
0.234 0.098 -0.220
0.058 -0.009 -0.026
-0.029 0.001 0.024
0.098 0.123 -0.316
-0.054 0.006 0.004
-0.185 0.048 0.112
0.036 -0.012 0.164
-0.176 -0.066 0.105
0.047 0.007 0.244
-0.005 -0.015 0.011
-0.248 0.124 -0.005
-0.075 0.068 -0.007
0.313 -0.055 -0.220
-0.100 0.239 0.119
0.019 0.015 0.017
0.093 -0.132 0.083
0.149 -0.038 -0.091
0.042 -0.173 0.044
0.102 -0.079 -0.134
-0.024 -0.013 -0.018
-0.081 -0.005 0.242
-0.030 0.010 0.100
0.047 0.033 -0.180
-0.161 0.234 0.058
0.010 0.047 -0.010
0.117 0.020 -0.107
-0.020 -0.084 -0.137
0.169 -0.071 -0.025
-0.002 -0.165 -0.085
0.002 -0.017 0.030
-0.105 0.088 0.283
-0.089 0.098 -0.020
-0.016 -0.202 -0.023
-0.170 0.194 0.205
-0.009 0.020 -0.022
0.153 -0.001 -0.112
-0.023 -0.120 -0.145
0.212 -0.037 -0.089
-0.014 -0.190 -0.133
0.007 -0.016 0.019
-0.034 0.065 -0.288
0.031 0.005 -0.065
-0.375 -0.110 0.307
0.199 0.021 -0.234
0.031 -0.006 0.005
0.012 0.072 0.172
-0.019 -0.133 0.129
-0.067 0.088 0.149
-0.096 -0.116 0.108
-0.027 0.009 -0.007
-0.065 0.065 -0.262
-0.010 0.025 -0.103
0.058 -0.046 0.027
0.151 0.010 -0.232
0.036 -0.015 -0.004
0.017 0.074 0.163
0.004 -0.132 0.132
-0.056 0.084 0.154
-0.071 -0.121 0.115
-0.027 0.011 -0.004
0.100 0.153 -0.231
0.025 0.072 -0.004
0.025 -0.004 -0.021
0.132 0.264 -0.029
0.004 0.017 0.026
-0.154 -0.052 0.089
0.037 -0.135 0.121
-0.159 -0.093 0.017
0.031 -0.169 0.051
-0.010 -0.011 -0.024
0.062 -0.217 0.193
0.020 -0.070 0.056
-0.002 0.042 -0.038
0.000 -0.289 0.015
-0.005 0.011 -0.020
-0.131 0.114 -0.066
0.075 0.116 -0.119
-0.111 0.149 0.000
0.093 0.151 -0.060
0.009 0.012 0.028
-0.006 0.099 0.287
0.161 -0.031 0.080
-0.088 0.006 0.041
0.055 0.078 0.236
0.029 -0.005 -0.008
-0.033 -0.141 -0.115
-0.007 0.059 -0.176
-0.049 -0.155 -0.117
-0.080 0.085 -0.178
-0.017 0.051 -0.017

* DFT total energy: -97628.9505 eV
* E_HOMO: -7.4 eV
* net charge: 0
* LUMO level: 0.5 eV